The following is a quantum chemistry calculation of 2 unconnected molecules or ions with the total composition C4H12O2 in a non-equilibrium geometry, from the OMol25 dataset.

Geometry (Å):
1 O 29.32 29.83 -13.26
2 O 28.21 27.85 -9.33
3 C 29.99 29.06 -7.94
4 C 29.18 27.78 -8.23
5 C 31.56 28.94 -13.03
6 C 30.64 30.20 -13.20
7 H 31.16 28.11 -12.45
8 H 28.71 27.34 -7.34
9 H 29.24 29.20 -12.54
10 H 30.95 30.83 -14.03
11 H 30.75 28.87 -7.17
12 H 31.71 28.46 -14.00
13 H 29.93 27.03 -8.48
14 H 30.77 30.91 -12.38
15 H 30.65 29.40 -8.74
16 H 29.24 29.84 -7.86
17 H 27.36 27.64 -8.95
18 H 32.54 29.26 -12.66

The value obtained for the molar mass is 92.1 g/mol. The value obtained for the HOMO energy is -9.93 eV. The SMILES is CCO.CCO. For the largest force on an atom, the calculation gives 2.208 eV/A. Its energy above the lowest of the compared OMol25 structures with the same formula, charge and spin is 29.3 kcal per mole. Its multiplicity is 1.



The following is a quantum chemistry calculation of 12 unconnected molecules or ions with the total composition C36H105N9O12 in a non-equilibrium geometry, from the OMol25 dataset.

Geometry (Å):
1 O 0.38 1.39 0.02
2 O -3.42 4.34 -1.05
3 O 2.09 2.30 -5.43
4 O -1.55 4.33 3.36
5 O 3.32 4.52 1.65
6 O 1.66 -5.81 3.45
7 O -4.90 -1.18 -0.09
8 O 2.63 -2.70 -0.99
9 O -2.51 2.75 5.37
10 O -4.08 -1.24 -4.27
11 O -0.41 -2.58 7.23
12 O 7.33 0.56 2.36
13 N 0.92 -2.25 4.40
14 N 2.74 0.52 -7.64
15 N -0.83 0.40 3.30
16 N 5.48 2.59 1.30
17 N -7.69 -1.41 -0.64
18 N -1.88 5.90 0.74
19 N -2.45 0.49 7.22
20 N 0.92 -5.55 -2.69
21 N -1.26 0.47 -6.06
22 C 0.63 -6.15 2.56
23 C -0.13 1.22 2.29
24 C 1.14 2.95 -4.64
25 C 4.17 0.74 0.41
26 C 1.24 1.72 2.75
27 C 0.73 0.83 -1.21
28 C 6.45 0.28 1.30
29 C 3.29 -1.95 -1.97
30 C 1.22 -4.12 -2.38
31 C 3.01 1.96 -7.59
32 C 1.91 2.61 -6.80
33 C -2.31 1.04 -3.92
34 C -7.25 -0.56 -2.91
35 C -0.03 0.33 6.97
36 C 1.11 -3.38 3.46
37 C 2.35 -4.03 -1.36
38 C 5.22 1.15 1.45
39 C -0.66 -3.88 7.73
40 C -5.52 -0.44 -1.11
41 C -0.07 0.46 0.99
42 C -1.36 -0.39 6.80
43 C -2.00 -0.07 -4.90
44 C -0.03 -3.45 -1.85
45 C -3.48 -2.31 -3.58
46 C -1.30 5.21 -0.42
47 C -6.66 -1.23 -1.70
48 C -4.17 3.30 -1.62
49 C -2.08 3.97 -0.79
50 C 1.39 -4.66 4.23
51 C -1.39 -1.66 7.65
52 C 3.00 2.48 -9.02
53 C 8.55 -0.14 2.29
54 C -3.29 -0.76 -5.34
55 C -3.88 -0.44 0.56
56 C 2.23 -3.05 2.49
57 C 0.14 4.85 -0.08
58 H -7.71 0.40 -2.65
59 H 3.89 2.15 -9.56
60 H 4.78 1.02 2.44
61 H -4.37 2.50 -0.89
62 H 1.52 -3.63 -3.31
63 H 1.91 3.70 -6.94
64 H -1.06 0.11 0.69
65 H 3.20 -3.21 2.99
66 H -3.41 2.95 5.65
67 H 1.78 -2.26 4.95
68 H 0.94 -7.05 2.02
69 H -1.43 1.63 -3.66
70 H 2.72 -1.82 -2.91
71 H 1.28 1.56 -1.81
72 H 0.09 -4.55 7.32
73 H -1.67 3.41 -1.65
74 H 0.08 4.26 0.84
75 H 8.77 -0.65 3.23
76 H -4.76 -0.27 -1.90
77 H 9.39 0.54 2.12
78 H -1.93 3.75 4.04
79 H 3.53 -0.95 -1.64
80 H 1.48 0.03 -1.05
81 H -0.33 -6.33 3.05
82 H -6.29 -2.24 -1.94
83 H 8.57 -0.84 1.46
84 H 3.12 3.57 -9.03
85 H 3.98 3.88 1.33
86 H 6.06 2.86 2.09
87 H 2.09 2.21 -9.56
88 H -0.88 -3.64 -2.52
89 H -7.24 -1.85 0.15
90 H -4.21 -2.73 -2.89
91 H 0.17 -5.52 -3.38
92 H -2.66 0.63 -2.97
93 H -4.33 0.36 1.15
94 H -8.00 -1.14 -3.44
95 H -2.28 1.94 5.86
96 H -1.45 -0.73 5.77
97 H -5.85 0.57 -0.83
98 H 3.27 -4.52 -1.71
99 H -2.66 -1.95 -2.95
100 H -0.62 -3.89 8.82
101 H 0.94 2.24 -7.16
102 H 0.65 -0.37 1.07
103 H 2.33 -4.51 4.78
104 H 0.00 1.27 6.40
105 H -3.20 -0.03 -0.20
106 H -0.33 -3.93 -0.91
107 H -0.80 2.07 2.16
108 H -3.06 -1.57 -6.05
109 H 6.89 0.47 0.31
110 H -3.67 2.85 -2.48
111 H -0.23 -0.41 3.52
112 H -1.60 5.37 1.57
113 H 1.26 4.04 -4.68
114 H -2.00 3.22 0.02
115 H -0.12 0.53 -1.83
116 H -2.40 -2.10 7.63
117 H 2.24 -3.70 1.62
118 H 2.15 -2.01 2.16
119 H -1.54 -0.03 -6.91
120 H 6.17 -0.78 1.35
121 H 3.99 -0.34 0.39
122 H -3.91 -0.05 -5.89
123 H 3.22 1.24 0.61
124 H -5.12 3.72 -1.94
125 H 2.50 0.13 -6.74
126 H -1.66 -4.21 7.42
127 H -0.84 0.92 4.17
128 H -2.88 5.77 0.68
129 H 1.72 -5.91 -3.20
130 H 0.60 -4.85 4.97
131 H -1.36 -0.82 -4.43
132 H 4.54 1.06 -0.57
133 H 0.18 -3.51 2.90
134 H -8.35 -2.11 -0.97
135 H -0.71 3.92 3.11
136 H -1.21 -1.38 8.70
137 H 0.19 -2.51 5.06
138 H -2.30 1.01 8.07
139 H 1.59 2.46 2.03
140 H -3.34 -1.14 1.19
141 H -1.63 1.41 -6.25
142 H -3.33 -0.01 7.29
143 H -3.15 -3.11 -4.25
144 H -6.45 -0.29 -3.61
145 H 0.66 4.22 -0.79
146 H 3.97 2.19 -7.11
147 H -1.34 5.90 -1.27
148 H 3.49 -0.01 -8.06
149 H 0.08 -2.38 -1.71
150 H 0.12 2.66 -4.92
151 H 4.19 -2.46 -2.37
152 H 0.53 -5.40 1.76
153 H 1.94 0.89 2.64
154 H 0.78 -0.28 6.58
155 H 1.21 2.68 -3.59
156 H 2.03 -4.55 -0.46
157 H 1.24 2.10 3.77
158 H 3.21 5.15 0.93
159 H -3.14 1.66 -4.27
160 H 6.10 2.78 0.51
161 H 0.15 0.57 8.01
162 H 0.66 5.76 0.21

The value obtained for the molar mass is 856.3 g/mol. The value obtained for the HOMO energy is -8.33 eV. The SMILES is COC[C@H](C)N.COC[C@H](C)N.COC[C@H](C)N.COC[C@H](C)N.COC[C@H](C)N.COC[C@H](C)N.COC[C@H](C)N.COC[C@H](C)N.COC[C@H](C)N.O.O.O. For the largest force on an atom, the calculation gives 1.755 eV/A. Its energy above the lowest of the compared OMol25 structures with the same formula, charge and spin is 0.0 kcal per mole. Its multiplicity is 1.



The following is a quantum chemistry calculation of 11 unconnected molecules or ions with the total composition C32H67N18O23 in a non-equilibrium geometry, from the OMol25 dataset.

Geometry (Å):
1 O 0.39 -3.35 -11.08
2 O 2.15 -1.50 4.30
3 O 6.55 -4.23 0.35
4 O -2.69 4.70 -1.31
5 O 6.08 -0.88 6.73
6 O 0.76 1.95 -5.86
7 O -1.55 0.99 6.41
8 O -12.07 -1.75 1.53
9 O 6.37 -0.47 1.49
10 O -8.08 0.02 3.46
11 O -2.40 2.76 7.29
12 O -1.53 7.07 -3.77
13 O -0.10 -2.94 -6.27
14 O -1.87 9.19 -3.66
15 O 8.14 -5.12 -0.79
16 O -1.77 1.08 2.20
17 O -11.03 -3.39 0.61
18 O -1.37 -2.15 -11.41
19 O -2.33 4.60 0.81
20 O 5.55 -1.46 4.73
21 O -6.70 -0.72 1.99
22 O 1.65 -0.43 6.11
23 O 5.35 0.69 2.99
24 N 1.05 0.35 -2.60
25 N 5.49 -0.30 2.31
26 N -0.61 -2.77 -10.70
27 N -1.58 1.88 7.23
28 N -11.20 -2.59 1.50
29 N -2.27 4.15 -0.31
30 N 7.59 -4.18 -0.28
31 N 1.55 2.96 -1.14
32 N 0.42 -0.87 -2.70
33 N -0.34 -5.27 -3.32
34 N -0.33 -2.42 -1.00
35 N -7.20 0.17 2.65
36 N 1.64 -4.38 -5.84
37 N 0.72 -0.40 -0.57
38 N -1.90 8.08 -3.20
39 N 2.18 -1.33 5.51
40 N 6.35 -1.13 5.58
41 N -1.16 3.75 -4.81
42 C 0.15 -1.42 -4.03
43 C 0.14 0.67 3.66
44 C -0.31 -2.63 0.46
45 C -0.50 1.89 8.26
46 C -2.77 0.16 2.59
47 C 0.24 -1.29 -1.42
48 C 7.78 -1.02 5.19
49 C -1.30 -1.77 1.25
50 C -2.47 -1.20 0.46
51 C 0.34 1.89 -4.50
52 C 4.51 -1.40 2.52
53 C 3.02 3.79 0.58
54 C 2.16 3.94 -0.48
55 C -6.68 1.55 2.43
56 C 8.23 -2.85 -0.44
57 C 2.95 -2.34 6.29
58 C -2.43 7.93 -1.81
59 C 1.47 1.20 -3.71
60 C -1.62 2.84 -0.52
61 C 0.91 -3.18 -5.62
62 C -1.03 1.59 3.30
63 C 1.21 0.59 -1.30
64 C 3.33 2.53 1.04
65 C -3.43 -0.40 1.36
66 C -0.92 -2.82 -9.25
67 C 1.87 1.75 -0.66
68 C 0.01 -4.31 -2.57
69 C 0.00 3.28 -4.04
70 C 2.73 1.48 0.37
71 C 1.40 -2.14 -4.62
72 C -0.96 -3.43 -1.81
73 C -10.26 -2.62 2.65
74 H -1.28 4.73 -4.61
75 H 1.99 -1.44 -5.19
76 H -3.02 -2.03 0.02
77 H 0.30 1.28 -6.37
78 H -0.61 2.53 2.95
79 H 3.43 4.66 1.05
80 H -5.62 1.54 2.67
81 H -1.80 8.53 -1.16
82 H -1.52 -4.10 -1.16
83 H -1.28 2.43 0.43
84 H 8.09 0.01 5.37
85 H 4.76 -2.22 1.85
86 H 8.35 -1.71 5.81
87 H -1.90 -3.28 -9.14
88 H -2.36 2.18 -0.97
89 H -0.05 0.18 4.60
90 H 0.84 3.95 -4.17
91 H 7.62 -2.11 0.07
92 H -2.36 -0.61 3.25
93 H -0.96 3.68 -5.80
94 H -3.52 0.69 3.19
95 H 4.00 2.37 1.87
96 H -1.66 -2.32 2.11
97 H 8.29 -2.64 -1.50
98 H 4.57 -1.70 3.56
99 H 0.69 -2.48 0.83
100 H 3.97 -2.31 5.93
101 H -3.45 8.30 -1.81
102 H -1.67 1.81 4.15
103 H 2.21 1.91 -3.38
104 H 1.08 -4.12 -2.44
105 H -2.39 6.89 -1.54
106 H -9.54 -3.41 2.48
107 H 1.99 0.57 -4.42
108 H -4.31 -0.97 1.65
109 H -0.73 -0.93 1.62
110 H 2.50 -3.31 6.12
111 H -6.85 1.80 1.39
112 H -0.06 -0.61 -4.70
113 H -2.14 -0.54 -0.33
114 H -1.36 -5.33 -3.33
115 H 2.25 -4.25 -6.64
116 H -0.97 1.81 9.23
117 H -0.33 3.21 -3.01
118 H 0.03 2.83 8.16
119 H 3.52 -1.00 2.30
120 H 2.90 -2.06 7.34
121 H -3.79 0.45 0.78
122 H -0.93 -1.80 -8.88
123 H 2.92 0.46 0.65
124 H -0.16 -3.40 -8.75
125 H -0.57 1.30 -4.46
126 H 2.00 -2.56 -3.83
127 H -9.77 -1.66 2.70
128 H 0.16 1.05 8.07
129 H 1.95 4.94 -0.82
130 H -0.79 3.00 -1.19
131 H 0.37 -0.03 2.87
132 H 1.03 1.27 3.84
133 H -7.22 2.23 3.09
134 H 9.22 -2.90 0.00
135 H -1.71 -3.00 -2.47
136 H -0.54 -3.67 0.66
137 H -10.85 -2.81 3.55
138 H -0.71 -2.07 -4.05
139 H 7.87 -1.27 4.14
140 H 2.21 -4.58 -5.03

The value obtained for the molar mass is 1072.0 g/mol. The value obtained for the HOMO energy is -11.53 eV. For the largest force on an atom, the calculation gives 2.188 eV/A. The net charge is +1. Its multiplicity is 1.